# 1
DFT (the ωB97M-V functional and the def2-TZVPD basis) results for a structure of composition C30H27CdN5O4.

The geometry in XYZ format:
```
67
Properties=species:S:1:pos:R:3:forces:R:3
H 0.672 -4.452 1.503 0.0012 -0.0007 -0.0078
C 1.213 6.537 -0.023 -0.0051 -0.0015 -0.0066
O 5.491 -3.697 -1.129 -0.0417 0.0379 0.0615
C -2.015 -1.148 0.466 -0.0171 0.0007 -0.1290
O 2.107 4.000 0.013 -0.0410 0.0247 -0.1852
C 0.719 1.902 2.853 0.0601 0.0009 -0.0277
C -0.121 -2.484 1.211 0.0039 0.0206 0.0171
H -4.018 -1.244 -0.274 -0.0021 -0.0057 -0.0101
C -0.541 -0.742 -4.449 0.0114 0.0178 0.0260
C 2.259 -1.109 -1.283 -0.1517 0.0313 -0.2127
N 0.243 -0.196 -2.270 -0.1264 0.0012 0.0897
O 5.967 -2.994 0.981 -0.0883 -0.0154 -0.0949
C 3.857 -1.208 0.924 0.0328 -0.0538 -0.0749
C 0.912 -3.544 0.947 -0.0116 -0.0211 -0.0166
H -1.475 0.612 -3.052 -0.0123 -0.0119 0.0108
H 0.960 -3.803 -0.110 0.0031 0.0129 0.0071
H -2.943 4.641 -0.385 0.0044 -0.0114 -0.0009
C -2.085 -0.568 1.736 0.0423 0.0912 0.0115
H 0.683 -2.122 -5.551 -0.0033 0.0045 0.0010
C 4.159 -2.023 -0.160 -0.1153 0.0480 0.0217
H -2.791 -1.291 -1.535 -0.0023 0.0025 0.0021
C 3.347 -1.960 -1.286 0.1667 -0.0856 0.0836
H -0.306 -0.134 4.529 -0.0209 -0.0156 -0.0008
C 2.359 0.552 1.956 -0.0440 -0.0504 -0.0762
H -1.289 -0.615 -5.218 0.0056 0.0058 0.0000
N 0.321 5.396 -0.178 0.0628 -0.0631 -0.0935
C -0.231 -1.899 2.466 -0.0194 0.0047 0.0007
C 2.820 1.777 3.952 -0.0100 0.0117 0.0140
C -1.875 4.507 -0.333 -0.0118 -0.0239 0.0107
C -1.201 -0.939 2.743 0.0315 -0.0442 0.0158
H 1.171 2.989 4.641 -0.0003 -0.0002 0.0022
H -0.292 2.280 2.756 0.0082 0.0055 -0.0067
O -1.962 2.121 -0.348 0.0105 0.0016 -0.0212
C 0.909 4.114 -0.167 -0.0971 -0.0497 0.4131
C -3.054 -0.835 -0.580 -0.0031 -0.0096 -0.0132
C 0.553 -1.575 -4.626 -0.0082 -0.0032 -0.0173
C 1.486 -1.703 -3.613 0.0079 -0.0280 -0.0647
H 4.246 0.502 2.974 0.0017 0.0109 0.0102
N 1.989 -0.334 -0.236 -0.1964 0.0264 0.0475
H 1.564 6.620 1.005 0.0022 -0.0140 -0.0051
C -1.291 3.194 -0.332 0.0101 -0.0940 -0.0794
H 2.349 -2.339 -3.740 -0.0109 -0.0050 0.0026
H -0.946 -2.537 -0.769 -0.0059 -0.0014 0.0128
H 1.904 -3.225 1.264 0.0161 0.0123 0.0018
H 0.676 7.441 -0.303 0.0035 0.0101 0.0077
H -1.376 6.574 -0.244 0.0099 -0.0038 0.0058
H -1.859 0.600 4.102 -0.0057 -0.0108 0.0030
C 2.759 -0.367 0.847 0.0574 0.0938 0.1562
C 1.300 -1.000 -2.430 0.0981 0.0072 0.1152
H 2.080 6.407 -0.666 -0.0003 0.0059 -0.0074
C 1.534 2.293 3.898 0.0240 0.0023 0.0015
C -0.651 -0.063 -3.249 0.0487 -0.0229 -0.0777
H 3.495 2.065 4.748 -0.0030 0.0014 -0.0054
H -3.175 0.239 -0.720 -0.0017 -0.0170 0.0306
H -1.805 -1.016 4.801 -0.0028 0.0006 0.0022
C 3.241 0.899 2.970 0.0019 -0.0116 0.0235
C -1.297 -0.334 4.117 -0.0145 -0.0358 0.0178
N 1.118 1.047 1.915 0.0652 0.0101 -0.0295
C -1.010 -2.081 0.215 -0.0173 -0.0874 0.0359
C -1.025 5.550 -0.254 0.0040 0.0521 -0.0317
H 0.463 -2.193 3.248 -0.0062 0.0017 -0.0021
H 3.610 -2.613 -2.108 -0.0075 0.0050 0.0179
N 0.049 3.063 -0.299 0.0233 0.1253 -0.0453
Cd -0.003 0.794 -0.156 0.1275 0.1270 0.0653
H -2.852 0.172 1.937 0.0069 -0.0048 -0.0071
H 4.487 -1.293 1.799 0.0165 -0.0056 -0.0197
C 5.347 -3.022 -0.096 0.1351 -0.0062 0.0245
```
Positions in Å, forces in eV/Å.

Computed properties:
HOMO-LUMO gap   7.142 eV
HOMO   -7.81 eV
E_tot   -51756.4565 eV
Molar mass   634.0 g/mol
2S+1   1

Here are the natural (NBO) charges for atoms 1 to 2, given in e: atom 1 (H): 0.23, atom 2 (C): -0.40

# 2
DFT (the ωB97M-V functional and the def2-TZVPD basis) results for a cluster of 2 separate species, C3H7NOS in total at a distorted geometry.

The geometry in XYZ format:
```
13
Properties=species:S:1:pos:R:3:forces:R:3
C 0.737 -1.414 0.365 -1.7728 -1.9690 1.2892
H 1.129 -2.513 2.551 -0.3152 0.8944 -0.1473
S 0.355 1.639 -1.472 -0.2113 2.9962 1.1421
H 1.481 -0.767 -0.046 0.8860 0.2569 0.1562
H -1.105 -0.329 1.422 0.7114 -1.0924 0.3280
H 0.302 2.796 -2.350 -0.2763 -0.8019 1.0524
C 0.548 -1.942 1.824 5.7888 -7.2537 0.6235
H -0.872 2.191 0.275 -0.4095 -0.0010 -0.5552
H -1.710 0.950 -0.474 1.8319 2.5244 -1.1067
O 0.178 0.550 -2.366 -0.2567 -2.7870 -1.9497
C -0.193 -0.962 1.393 -5.6549 8.3231 -3.3440
N -1.175 1.916 -0.678 -0.6683 -1.9544 1.4101
H 0.323 -2.115 -0.444 0.3468 0.8642 1.1015
```
Positions in Å, forces in eV/Å.

Computed properties:
HOMO-LUMO gap (alpha / beta)   6.463 / 7.102 eV
HOMO (alpha / beta)   -5.77 / -9.24 eV
E_tot   -17588.2970 eV
Molar mass   105.2 g/mol
<S²>   2.007
2S+1   3

Here are the natural (NBO) charges for atoms 1 to 2, given in e: atom 1 (C): -0.57, atom 2 (H): 0.22

# 3
DFT (the ωB97M-V functional and the def2-TZVPD basis) results for the molecule C4H7FS at a distorted geometry.

The geometry in XYZ format:
```
13
Properties=species:S:1:pos:R:3:forces:R:3
H -1.554 0.969 0.579 0.3289 -0.2295 -0.2367
C -0.064 -0.076 1.767 0.6364 -0.0883 0.5947
H -1.039 0.879 -2.358 0.0612 0.1380 0.5649
C 0.807 -1.077 1.835 -1.7096 0.2957 -3.5246
H -0.135 0.541 2.666 -0.0543 -0.0004 -0.4377
C -0.721 0.263 0.457 0.8907 1.2800 1.1426
F 0.953 -1.885 0.687 -0.0131 0.7954 1.7027
H 0.483 1.137 -3.045 0.5548 -0.1001 0.5762
C 0.013 0.603 -2.210 -1.1189 0.6625 -0.8482
H 1.581 -1.181 2.495 1.4689 -0.8270 1.8394
H 0.046 -0.441 -2.386 0.2684 -1.0804 -0.3628
H -1.031 -0.665 0.096 -0.7650 -1.2768 -1.2374
S 0.663 0.934 -0.582 -0.5485 0.4311 0.2267
```
Positions in Å, forces in eV/Å.

Computed properties:
HOMO-LUMO gap   9.532 eV
HOMO   -8.54 eV
SMILES   CSC/C=C\F
E_tot   -17812.7498 eV
Molar mass   106.2 g/mol
2S+1   1

Here are the natural (NBO) charges for atoms 1 to 2, given in e: atom 1 (H): 0.22, atom 2 (C): -0.28

# 4
DFT (the ωB97M-V functional and the def2-TZVPD basis) results for a cluster of 2 separate species, C4H12 in total at a distorted geometry.

The geometry in XYZ format:
```
16
Properties=species:S:1:pos:R:3:forces:R:3
H 0.947 0.943 -2.177 0.0648 0.7098 -0.4136
C -1.367 -1.919 0.646 -0.9764 -1.2619 -0.6051
C 1.684 0.915 -1.379 -1.0175 -0.8687 -0.1531
H -2.004 0.077 1.610 -0.6453 -0.6999 0.0687
H -1.379 -2.099 -0.459 -0.1297 -0.1473 0.9316
H 0.161 2.032 -0.296 0.0947 -0.2983 0.2278
H -0.477 -2.456 1.013 -0.1789 0.5762 0.0683
H -1.606 0.053 -0.102 0.2481 0.4330 0.0432
H 1.824 -0.171 -1.380 0.8365 0.1984 0.4385
H 0.848 0.674 0.653 -0.0082 0.0056 -0.3616
H -0.393 -0.193 1.218 -0.3490 0.4092 -0.4465
H 2.567 1.498 -1.607 0.1570 -0.3417 -0.4240
H -2.226 -2.450 1.098 0.2622 0.2302 -0.3907
C 1.054 1.427 -0.094 0.4505 0.7699 0.3706
H 1.763 2.082 0.404 0.0775 0.3086 0.0563
C -1.396 -0.414 0.853 1.1136 -0.0231 0.5896
```
Positions in Å, forces in eV/Å.

Computed properties:
HOMO-LUMO gap   12.112 eV
HOMO   -10.97 eV
SMILES   CC.CC
E_tot   -4341.7026 eV
Molar mass   60.1 g/mol
2S+1   1

Here are the natural (NBO) charges for atoms 1 to 2, given in e: atom 1 (H): 0.20, atom 2 (C): -0.62